Record 1
This record from OMol25 describes an isolated molecule of C5H8N2 at a distorted geometry. The level of theory is ωB97M-V with the def2-TZVPD basis set.

The geometry in XYZ format:
```
15
Properties=species:S:1:pos:R:3
N -0.82 -0.71 -0.76
N -0.01 -0.34 1.97
C 0.05 1.97 0.96
C 0.29 -0.48 -0.19
C 0.19 0.46 1.10
C -1.87 -0.55 -1.42
C 1.47 -1.33 -0.18
H -2.88 -0.78 -1.07
H -1.85 -0.27 -2.51
H -0.09 2.44 1.92
H -0.95 1.98 0.41
H 1.28 -2.34 -0.57
H 2.28 -0.99 -0.85
H 1.96 -1.42 0.83
H 0.96 2.36 0.36
```

Computed properties:
Gap between HOMO and LUMO (alpha / beta) ... 7.45 / 7.44 eV
LUMO (alpha / beta) ... 0.0114 / 0.0114 Ha
Energy relative to the best compared isomer or geometry (same formula, charge and spin) ... 102.8 kcal/mol
E_tot ... -8290.53959 eV

Löwdin population analysis, charges in e, atoms 1 to 4:
1 N 0.0672
2 N 0.1532
3 C -0.0481
4 C -0.2620

---

Record 2
This record from OMol25 describes a structure of composition C21H20ClCoF4N3O6 at a distorted geometry. The level of theory is ωB97M-V with the def2-TZVPD basis set.

The geometry in XYZ format:
```
56
Properties=species:S:1:pos:R:3
Co -0.04 -0.62 -0.26
Cl -3.86 1.88 1.54
F -1.54 1.03 -1.71
F -2.00 5.62 1.07
F -3.22 2.86 -2.51
F -0.31 3.84 1.94
O 0.19 -2.35 -1.22
O 4.04 -0.09 -6.07
O -1.85 -0.84 0.51
O 5.38 0.75 -4.42
O 0.80 -3.30 -3.16
O -2.42 -0.74 2.69
N 1.45 -1.02 1.36
N 0.02 1.30 0.53
N 1.21 -0.04 -1.92
C 0.07 -3.00 2.12
C 0.76 -2.37 -2.38
C 2.88 1.25 -3.04
C -1.87 4.48 0.38
C -1.61 2.13 -1.00
C 0.66 -1.63 2.46
C -0.80 2.30 0.17
C 3.16 0.19 -3.89
C 0.77 1.35 1.77
C 1.89 1.11 -2.09
C -2.62 -0.55 1.50
C 2.42 -0.98 -3.75
C 3.49 -1.54 -0.10
C -3.92 0.14 1.08
C -2.64 4.28 -0.74
C 4.32 0.30 -4.92
C 1.88 0.31 1.77
C -2.50 3.09 -1.43
C 2.64 -1.88 1.12
C -0.98 3.54 0.84
C 1.48 -1.07 -2.73
H 4.44 -2.06 -0.01
H 2.57 -1.83 -4.40
H -0.21 -3.06 1.07
H -4.07 0.10 0.01
H -4.76 -0.29 1.62
H 2.65 0.64 1.07
H 0.77 -3.81 2.34
H 3.01 -1.88 -1.01
H 1.31 -1.71 3.35
H -0.83 -3.14 2.71
H 1.63 1.93 -1.43
H 2.33 0.28 2.77
H 2.27 -2.89 1.00
H -3.35 5.03 -1.07
H 1.23 2.32 1.94
H 0.07 1.17 2.59
H 3.25 -1.85 2.03
H 3.70 -0.48 -0.21
H 3.45 2.17 -3.10
H -0.16 -0.97 2.71
```

Computed properties:
Gap between HOMO and LUMO (alpha / beta) ... 7.35 / 4.53 eV
Total charge ... -1
LUMO (alpha / beta) ... 0.0748 / -0.0287 Ha
2S+1 ... 5
Energy relative to the best compared isomer or geometry (same formula, charge and spin) ... 0.7 kcal/mol
E_tot ... -99879.45497 eV
⟨S²⟩ ... 6.052

Löwdin population analysis, charges in e, atoms 1 to 4:
1 Co 0.7718
2 Cl 0.6314
3 F 0.1380
4 F 0.1054

---

Record 3
This record from OMol25 describes a structure of composition C5H7N4O2 at a distorted geometry. The level of theory is ωB97M-V with the def2-TZVPD basis set.

The geometry in XYZ format:
```
18
Properties=species:S:1:pos:R:3
O 1.84 1.57 0.36
O -0.76 0.14 1.61
N 1.14 -1.52 0.83
N -0.99 -0.48 -1.79
N -0.07 1.48 -0.84
N -0.32 -2.54 -0.54
C 1.00 0.88 -0.18
C -0.17 -1.23 -0.89
C 0.60 -0.56 0.04
C 0.62 -2.77 0.34
C -1.01 0.82 -1.65
H -0.14 2.52 -1.00
H -1.61 -0.46 2.31
H -1.65 -0.88 -2.40
H -0.37 0.44 2.47
H 1.81 -1.35 1.50
H -1.60 1.49 -2.27
H 1.02 -3.64 0.62
```

Computed properties:
Gap between HOMO and LUMO (alpha / beta) ... 5.67 / 7.12 eV
Total charge ... +1
LUMO (alpha / beta) ... -0.1535 / -0.2738 Ha
2S+1 ... 3
Energy relative to the best compared isomer or geometry (same formula, charge and spin) ... 43.4 kcal/mol
E_tot ... -15342.11354 eV
⟨S²⟩ ... 2.033

Löwdin population analysis, charges in e, atoms 1 to 4:
1 O 0.1262
2 O -0.1213
3 N 0.1928
4 N 0.1484

---

Record 4
This record from OMol25 describes an isolated molecule of CHOPS at a distorted geometry. The level of theory is ωB97M-V with the def2-TZVPD basis set.

The geometry in XYZ format:
```
5
Properties=species:S:1:pos:R:3
S 1.42 -1.59 0.24
P -1.30 -0.06 0.07
O -1.64 1.35 0.52
C 0.48 -0.23 -0.09
H 1.04 0.52 -0.74
```

Computed properties:
Gap between HOMO and LUMO ... 7.07 eV
LUMO ... -0.0849 Ha
Energy relative to the best compared isomer or geometry (same formula, charge and spin) ... 12.1 kcal/mol
E_tot ... -23222.91826 eV

Löwdin population analysis, charges in e, atoms 1 to 4:
1 S 0.5729
2 P 0.7996
3 O -0.4964
4 C -0.8964